No. 1
Below is 2 unconnected molecules or ions with the total composition C25H31BIN3O9 at a distorted geometry, with properties calculated with wB97M-V/def2-TZVPD.

The calculation puts the HOMO-LUMO gap at 5.193 eV. The calculation puts the LUMO energy at -3.2 eV. The value obtained for the highest occupied orbital energy is -0.3071 Eh. The value obtained for the calculated total energy is -58085.431 eV. Its total charge is 0.

Geometry (Å):
C 4.79475 5.79266 -0.69641
C 3.58703 5.98430 -1.83336
C 3.23062 4.56874 -2.59236
C 1.60232 4.22620 -2.61465
C 1.25086 3.00028 -1.58431
C -0.23704 3.08753 -0.88809
C -1.36737 1.96596 -1.40214
C -1.07085 0.78568 -2.50048
C -0.97857 -0.65384 -1.70209
C -0.28910 -1.85836 -2.63471
O -0.40030 -0.57029 -0.35210
C 1.02819 -0.21601 -0.37398
C 1.98015 -1.23558 0.53919
C 3.34633 -0.51128 1.17663
C 4.42172 -1.30562 2.12703
C 4.10787 -2.90647 2.42132
C 2.73891 -3.61927 1.80828
C 1.63919 -2.80932 0.84735
C -2.87946 2.07337 -0.69240
N -4.01849 1.14564 -1.05303
C -4.69117 0.53662 0.15715
C -6.33412 0.68857 -0.11521
C -2.99069 3.31409 0.42565
N -1.88309 4.24841 0.78084
N -0.68733 4.06460 0.16264
I 0.82437 5.39615 0.78664
H 5.04566 4.66574 -0.48242
H 4.54315 6.31053 0.32700
H 5.81241 6.29038 -1.06835
H 2.64286 6.53900 -1.40916
H 4.05665 6.72415 -2.64180
H 3.87097 3.73292 -2.07155
H 3.60672 4.68771 -3.71666
H 1.38209 3.84044 -3.72080
H 0.99095 5.20994 -2.44742
H 2.03665 2.99096 -0.68559
H 1.43609 1.99393 -2.16756
H -0.18228 0.99527 -3.23252
H -2.04472 0.71175 -3.18627
H -2.10835 -1.01003 -1.55418
H 0.78495 -1.57492 -3.00628
H -0.20777 -2.78949 -1.90623
H -1.04654 -2.13899 -3.48235
H 1.48400 -0.06338 -1.44311
H 1.11172 0.84044 0.17571
H 3.55253 0.64075 0.94214
H 5.34855 -0.71412 2.53172
H 4.88991 -3.47846 3.10490
H 2.59671 -4.76100 2.08232
H 0.66775 -3.30077 0.41022
H -4.73369 1.67929 -1.60139
H -4.46774 -0.62741 0.28784
H -4.45540 1.06139 1.17613
H -6.69766 1.79961 0.12258
H -6.62550 0.48504 -1.23593
H -6.96162 -0.01984 0.59548
H -4.05276 3.42606 0.94435
B -1.46114 -6.10214 2.93577
O -1.06808 -7.51102 3.03973
C -0.48309 -7.66393 4.23596
O -0.03578 -8.72198 4.64795
C -0.46946 -6.40740 4.93827
O -0.00857 -6.21151 6.05109
O -1.04596 -5.45904 4.18643
O -0.82268 -5.46370 1.78027
C -1.80834 -5.01369 0.99117
O -1.62620 -4.42801 -0.06386
C -3.08551 -5.32721 1.57671
O -4.17793 -5.05447 1.10593
O -2.90834 -5.97553 2.73637

No. 2
Below is a molecular structure, C7H17AlN2O6P at a distorted geometry, with properties calculated with wB97M-V/def2-TZVPD.

The calculation puts the HOMO-LUMO gap at 8.294 eV. The calculation puts the LUMO energy at 2.6 eV. The value obtained for the highest occupied orbital energy is -0.2088 Eh. The value obtained for the calculated total energy is -38692.704 eV. Its total charge is -1.

Geometry (Å):
C 5.34433 -0.30242 -2.38067
C 4.59750 0.80124 -1.65572
O 5.13373 1.31422 -0.66967
N 3.39841 1.21178 -2.16232
C 2.66395 2.04137 -1.19826
Al 2.31201 -0.05781 -3.08527
N 1.97595 -1.56577 -1.94540
C 1.60135 -1.36962 -0.82572
O 1.26713 -1.19247 0.29656
H 5.86856 0.14059 -3.22960
H 6.10128 -0.67369 -1.69466
H 4.71258 -1.10514 -2.74714
H 2.37015 1.48379 -0.30577
H 1.76368 2.41845 -1.68603
H 3.25636 2.90411 -0.89565
H 3.07289 -0.60265 -4.39478
H 0.94965 0.68180 -3.52151
C -2.35088 2.05432 1.82178
O -3.21014 1.01712 1.32165
P -3.71697 -0.06501 2.35489
O -4.22922 0.42256 3.63484
O -2.52281 -1.08171 2.55341
C -1.75789 -1.51819 1.40874
O -4.76713 -0.79531 1.41513
C -5.53853 -1.84916 1.99912
H -1.80957 2.45147 0.96803
H -2.95032 2.83567 2.28493
H -1.63920 1.66049 2.54794
H -0.88617 -0.88330 1.28209
H -2.35961 -1.49960 0.50056
H -1.42869 -2.53439 1.60640
H -5.86578 -1.57669 3.00245
H -4.95097 -2.76732 2.03828
H -6.40558 -1.99874 1.36137

No. 3
Below is a molecular structure, C57H50IrN11O7 at a distorted geometry, with properties calculated with wB97M-V/def2-TZVPD.

The calculation puts the HOMO-LUMO gap (spin up / spin down) at 5.301 / 4.279 eV. The calculation puts the LUMO energy (spin up / spin down) at -3.7 / -4.8 eV. The value obtained for the highest occupied orbital energy (spin up / spin down) is -0.3310 / -0.3326 Eh. The spin multiplicity is 2. The value obtained for the calculated total energy is -93476.737 eV. Its total charge is +1.

Geometry (Å):
Ir 0.10186 -0.40217 -0.55255
C -1.95736 -2.77383 -9.61765
O -2.42471 -1.56976 -9.02627
C -2.22036 -1.39137 -7.70785
C -2.70607 -0.20289 -7.16331
C -2.51414 0.08921 -5.83048
C -1.82760 -0.78969 -4.98500
C -1.40607 -2.00418 -5.53110
C -1.58537 -2.30813 -6.87502
C -1.47290 -0.50352 -3.57222
C -0.88862 0.72353 -3.19614
C -0.88397 1.96032 -3.93285
C -0.28697 2.89858 -3.15801
C 0.16901 2.23554 -1.96912
N -0.23363 0.93151 -2.01621
C 1.08857 2.78394 -1.07087
C 1.94715 1.98802 -0.26701
C 3.15500 2.38683 0.37172
C 3.66458 1.28853 1.00399
C 2.72481 0.23209 0.84242
C 2.75444 -1.01237 1.50311
C 3.92019 -1.32395 2.36205
C 4.64224 -2.49368 2.14630
C 5.76599 -2.80003 2.90373
C 6.16735 -1.93220 3.91485
O 7.24491 -2.12714 4.70286
C 7.98432 -3.32845 4.53878
C 5.42376 -0.77909 4.16993
C 4.31955 -0.47759 3.40322
C 1.71147 -1.94257 1.49565
N 0.58870 -1.90326 0.71958
C -0.26668 -2.86567 1.14882
C -1.51983 -3.12016 0.54103
C -2.59496 -3.83719 1.25540
C -2.42877 -5.04486 1.94577
C -3.45744 -5.58990 2.67835
C -4.68925 -4.93764 2.76740
O -5.61376 -5.52479 3.54781
C -6.88322 -4.89714 3.66182
C -4.88673 -3.75496 2.06267
C -3.84902 -3.22505 1.30907
C -1.82388 -2.65356 -0.73991
C -2.77644 -3.24177 -1.62956
C -2.69498 -2.57230 -2.80861
C -1.72626 -1.52552 -2.64911
N -1.20427 -1.61032 -1.38633
C 0.32586 -3.54172 2.26395
C 1.55507 -2.99962 2.45438
N 1.72616 0.66930 0.01827
C 1.10933 4.25709 -0.96725
C 2.26078 5.05201 -1.02273
C 2.19625 6.40635 -0.79026
C 0.98178 7.02346 -0.47299
O 1.05333 8.34302 -0.22718
C -0.09251 9.05450 0.22971
C -0.17856 6.25714 -0.45890
C -0.10419 4.89725 -0.71830
H -2.22967 -2.71598 -10.66583
H -2.43047 -3.64817 -9.16714
H -0.87198 -2.86088 -9.53200
H -3.24266 0.47722 -7.81294
H -2.95628 0.99075 -5.42728
H -0.92284 -2.72280 -4.87852
H -1.23969 -3.25899 -7.25814
H -1.29252 2.11074 -4.91625
H -0.10340 3.93517 -3.39329
H 3.59589 3.36789 0.35333
H 4.59226 1.23842 1.54828
H 4.34078 -3.16273 1.34781
H 6.31434 -3.70836 2.69980
H 8.77880 -3.29355 5.27652
H 8.42316 -3.39306 3.54101
H 7.35787 -4.20418 4.72023
H 5.73450 -0.13985 4.98660
H 3.70945 0.38753 3.63691
H -1.49892 -5.59245 1.86101
H -3.34176 -6.53196 3.19969
H -7.46795 -5.52254 4.32806
H -7.38165 -4.83245 2.69249
H -6.79389 -3.89834 4.09510
H -5.83382 -3.23439 2.10001
H -3.99609 -2.28455 0.79119
H -3.41628 -4.07699 -1.39358
H -3.27315 -2.75278 -3.70010
H -0.11973 -4.33710 2.83606
H 2.27501 -3.26279 3.21207
H 3.20962 4.61292 -1.30310
H 3.08266 7.02650 -0.84415
H 0.01872 10.07425 -0.12416
H -0.11868 9.05106 1.32022
H -1.02392 8.64470 -0.15399
H -1.13995 6.69419 -0.23224
H -1.01100 4.30403 -0.68950
C 0.43957 4.09993 2.94462
C -0.23775 3.23892 4.00947
C -1.03816 2.06832 3.42854
C -1.56017 1.12713 4.56013
C -2.39849 1.81123 5.63784
C -2.24207 2.58386 2.66990
O -2.88982 3.54926 2.99327
N -2.63458 1.81242 1.58243
C -1.80674 0.93417 0.92519
O -2.16619 0.42302 -0.14410
N -0.59072 0.65150 1.41374
C -0.10716 1.16877 2.58902
O 0.98080 0.87732 3.03906
H 1.03314 4.88455 3.41574
H -0.30139 4.58107 2.30176
H 1.11119 3.50285 2.32257
H -0.92648 3.86163 4.57827
H 0.50961 2.82750 4.68736
H -0.67694 0.66851 5.00623
H -2.14913 0.32714 4.09785
H -1.80596 2.52032 6.21630
H -2.78793 1.06018 6.32682
H -3.24193 2.35129 5.20563
H -3.47641 2.09028 1.09977
N 2.36809 -2.35176 -5.22021
N 2.34150 -1.72302 -3.99755
N 3.29980 -0.90799 -3.61616
C 2.89928 -0.59011 -2.39467
N 1.75679 -1.21535 -2.08358
N 1.40309 -1.93997 -3.12974
H 2.93251 -1.81247 -5.85937
H 1.42334 -2.51543 -5.54065
H 3.42862 0.08424 -1.73949

Which of these has the highest total charge?
C57H50IrN11O7